Here is a structure of composition C49H126BeN9O15 at a distorted geometry from the OMol25 dataset. Energies are from ωB97M-V/def2-TZVPD.

Calculated values
F_max: 19.66 eV/Å
LUMO level: -1.5 eV
Highest occupied orbital energy: -7.6295 eV
Charge: +1

Last column: Löwdin charge in e.
Cartesian coordinates (Å):
Be  0.123318  2.497961  -0.054623  0.448
C  1.073202  -0.790524  -0.715186  -0.081
C  0.075330  -0.275993  0.350407  -0.281
C  0.387491  -0.806057  1.793819  -0.066
O  -0.161516  1.080240  0.269024  -0.100
H  2.028103  -0.265231  -0.696703  -0.039
H  0.647319  -0.657727  -1.709719  0.112
H  1.317763  -1.827944  -0.487031  0.079
H  -0.860139  -0.759149  0.068377  0.083
H  0.551771  -1.873607  1.647359  0.112
H  -0.501710  -0.732319  2.419917  0.028
H  1.286179  -0.432783  2.284863  0.047
C  -0.007536  3.268280  3.579985  -0.041
O  -0.369410  3.373858  2.189986  -0.196
C  -1.761976  3.759862  2.265988  -0.202
C  -2.371465  3.757512  0.845156  -0.152
N  -2.022990  2.549304  0.095719  -0.024
C  -2.563524  2.598326  -1.246643  -0.121
C  -1.823449  1.593497  -2.167203  -0.209
O  -0.502147  2.059492  -2.358837  -0.113
C  0.197150  1.265630  -3.330037  -0.120
H  -0.462140  2.404667  4.065385  0.089
H  -0.141691  4.202263  4.125682  0.109
H  1.026802  2.924734  3.594451  0.090
H  -1.862253  4.750422  2.709631  0.130
H  -2.409210  3.040498  2.767692  0.090
H  -1.913957  4.660416  0.440747  0.105
H  -3.442456  3.949140  0.911206  0.122
H  -2.349074  1.688357  0.511110  -0.195
H  -2.579625  3.551715  -1.774745  0.140
H  -3.566383  2.227400  -1.035012  0.049
H  -2.318712  1.577313  -3.138040  0.143
H  -1.872633  0.600383  -1.720661  0.085
H  0.986837  1.908765  -3.718476  0.036
H  -0.355068  0.713348  -4.090375  0.150
H  0.792814  0.485814  -2.855521  0.032
C  -7.645961  -2.632553  1.895863  -0.099
O  -6.910771  -1.550387  1.371629  -0.265
C  -7.509767  -0.748718  0.284188  -0.131
C  -6.556802  0.325185  -0.236883  -0.213
N  -5.346228  -0.254210  -0.735613  -0.046
C  -4.446027  0.732847  -1.276988  -0.152
C  -3.303212  -0.090145  -1.953010  -0.117
O  -2.599394  -0.630867  -0.814141  -0.030
C  -1.659446  -1.667104  -1.180076  -0.072
H  -8.569229  -2.233473  2.315881  0.096
H  -7.098573  -3.089824  2.720104  0.076
H  -7.823879  -3.385283  1.127850  0.096
H  -8.450454  -0.348857  0.662734  0.123
H  -7.691564  -1.405981  -0.566137  0.122
H  -6.386285  1.117413  0.492086  0.120
H  -7.024615  0.864576  -1.060475  0.124
H  -4.852604  -0.585713  0.080802  0.040
H  -3.981301  1.434104  -0.583903  0.081
H  -5.048546  1.266185  -2.012257  0.151
H  -2.796619  0.525441  -2.696325  0.058
H  -3.661424  -0.921147  -2.560644  0.154
H  -1.095478  -2.046203  -0.327825  0.097
H  -0.960250  -1.277117  -1.919776  0.110
H  -2.213430  -2.490021  -1.631765  0.158
C  -1.340174  1.962541  -7.312798  -0.101
O  -0.343112  1.050508  -6.852202  -0.208
C  1.047829  1.405173  -7.088691  -0.173
C  1.777259  0.056184  -7.074373  -0.157
N  1.920700  -0.327255  -5.649965  -0.068
C  2.116916  -1.796992  -5.527832  -0.121
C  1.820263  -2.312305  -4.120744  -0.245
O  0.508588  -1.991049  -3.756554  -0.040
C  -0.048361  -2.768999  -2.655422  -0.217
H  -1.561027  1.928416  -8.379643  0.085
H  -1.055620  3.002748  -7.154364  0.082
H  -2.288384  1.837896  -6.789866  0.084
H  1.472211  2.186477  -6.458161  0.063
H  0.964914  1.790298  -8.105006  0.125
H  2.732377  0.216858  -7.574418  0.117
H  1.325790  -0.738371  -7.668484  0.115
H  1.106399  -0.122207  -5.088741  0.065
H  3.135938  -2.105954  -5.760722  0.133
H  1.417942  -2.248573  -6.231834  0.120
H  2.567480  -1.825380  -3.494100  0.108
H  1.951188  -3.394182  -4.098355  0.042
H  0.659539  -2.630862  -1.838163  0.045
H  -0.070209  -3.842325  -2.844106  0.107
H  -1.018894  -2.379133  -2.348561  0.025
C  5.270468  3.933947  -5.969069  -0.101
O  4.379928  3.547761  -4.945656  -0.166
C  3.315933  2.718084  -5.356647  -0.195
C  2.238252  2.748309  -4.292393  -0.156
N  2.438137  2.075872  -3.056935  0.015
C  2.234438  0.580870  -3.229171  -0.120
C  2.510244  -0.166917  -1.845821  -0.293
O  3.896543  -0.200535  -1.605452  -0.104
C  4.263811  -0.660399  -0.265935  -0.020
H  4.799013  4.604529  -6.687504  0.086
H  5.642987  3.141402  -6.618080  0.089
H  6.123729  4.468217  -5.551228  0.093
H  3.646176  1.687943  -5.490241  0.129
H  2.877392  3.023379  -6.306684  0.115
H  1.289585  2.524407  -4.780243  0.116
H  2.110747  3.788520  -3.992745  0.161
H  3.409460  2.208951  -2.814202  0.134
H  2.985600  0.121899  -3.871967  0.130
H  1.244537  0.376935  -3.637359  0.010
H  2.152399  -1.163091  -2.105975  0.106
H  1.938406  0.272350  -1.028416  0.047
H  5.334036  -0.746672  -0.078132  0.101
H  3.811448  -1.650133  -0.203582  0.098
H  3.964743  -0.038507  0.577816  0.070
C  4.196589  3.837239  3.433891  -0.076
O  3.911495  2.557088  3.937397  -0.242
C  4.828129  2.029302  4.889708  -0.182
C  4.080350  0.975523  5.737044  -0.172
N  4.017774  -0.395703  5.094749  -0.049
C  3.283626  -1.318380  5.978819  -0.162
C  1.754514  -1.119172  5.881321  -0.220
O  1.287120  -1.094280  4.465373  -0.121
C  -0.102805  -1.016918  4.273806  -0.267
H  3.563919  3.821584  2.546428  0.022
H  5.236943  3.894282  3.113720  0.105
H  3.941101  4.613382  4.155306  0.108
H  5.260956  2.831490  5.487418  0.121
H  5.643676  1.509063  4.387387  0.122
H  3.054740  1.304576  5.904198  0.108
H  4.615001  0.812999  6.672909  0.114
H  3.509614  -0.163295  4.253409  0.073
H  3.559822  -1.130333  7.016338  0.123
H  3.529393  -2.341716  5.695111  0.121
H  1.474053  -0.171829  6.341733  0.134
H  1.275912  -1.925020  6.437790  -0.065
H  -0.480938  0.001236  4.365849  0.107
H  -0.604328  -1.785700  4.861644  0.001
H  -0.322287  -1.305461  3.245861  0.020
C  3.790868  3.546518  -0.977445  -0.013
C  2.753492  2.667491  -0.368409  -0.309
C  2.266404  3.155551  1.020612  -0.138
O  1.292348  2.314655  1.577533  -0.240
C  1.920708  1.166777  2.162772  -0.042
N  1.593467  2.507420  -1.299988  0.086
H  4.258938  3.049466  -1.827111  0.076
H  4.558052  3.735723  -0.226624  0.100
H  3.315197  4.450891  -1.356872  0.104
H  3.205054  1.675774  -0.342103  0.118
H  1.731923  4.086157  0.829840  0.147
H  3.039258  3.451475  1.730002  0.055
H  2.510403  0.618074  1.428409  0.095
H  1.114805  0.674451  2.707040  0.069
H  2.655056  1.518141  2.887593  0.095
H  1.983902  2.142139  -2.156856  -0.247
H  1.279050  3.434955  -1.546771  0.116
C  -0.810340  -3.745927  0.855622  -0.138
C  -0.536067  -3.994845  -0.578783  -0.415
C  0.909218  -3.814532  -0.970893  -0.167
O  1.113222  -3.962149  -2.359143  -0.254
C  2.459668  -4.012653  -2.718396  -0.089
N  -1.019109  -5.316149  -0.872376  0.105
H  -0.236299  -4.332064  1.573268  0.157
H  -1.828021  -3.966468  1.177781  0.034
H  -0.604212  -2.696877  1.068015  0.048
H  -1.083182  -3.224748  -1.122583  0.056
H  1.532715  -4.559949  -0.477233  0.165
H  1.268756  -2.827291  -0.680751  0.073
H  2.949742  -4.961054  -2.498264  0.116
H  3.026276  -3.231426  -2.211700  0.120
H  2.596203  -3.834357  -3.785007  0.065
H  -0.382935  -5.883129  -0.330232  0.085
H  -0.745361  -5.514704  -1.824084  0.076
C  -2.073338  -3.177955  2.315029  -0.120
C  -2.022304  -2.761645  3.802756  -0.230
C  -0.710538  -3.298010  4.501911  -0.148
O  -0.647140  -2.765313  5.838392  -0.119
C  0.623909  -3.048752  6.416116  -0.113
N  -2.039205  -1.329795  3.692184  -0.153
H  -2.016482  -4.255980  2.164285  0.109
H  -1.346033  -2.648625  1.699443  0.005
H  -3.057739  -2.998713  1.882670  0.140
H  -2.898415  -3.096002  4.358394  0.142
H  0.172616  -3.014194  3.929567  0.133
H  -0.849896  -4.379016  4.491179  0.141
H  0.742758  -2.745640  7.456359  0.149
H  1.471888  -2.581062  5.915820  0.037
H  0.764547  -4.126724  6.495384  0.123
H  -2.975118  -0.990340  3.522072  -0.139
H  -1.863610  -1.009661  4.633871  0.101
C  -1.688604  0.879590  2.861318  -0.013
C  -2.369203  0.017741  1.747601  -0.235
C  -3.893484  -0.341004  2.008927  -0.016
O  -3.913620  -1.315497  3.061599  -0.195
C  -5.201277  -1.606516  3.642295  -0.010
N  -2.157407  0.682658  0.524085  0.054
H  -1.996858  0.500407  3.835634  0.102
H  -2.054884  1.899238  2.741934  0.042
H  -0.607827  0.975338  2.757060  0.073
H  -1.926400  -0.977702  1.781214  0.102
H  -4.273050  -0.815142  1.103820  0.094
H  -4.488682  0.525884  2.295876  0.151
H  -5.411903  -0.811216  4.357308  0.103
H  -5.400599  -2.517755  4.206233  0.101
H  -5.977152  -1.488853  2.885816  0.044
H  -1.158184  0.727876  0.384061  -0.155
H  -2.471049  0.028438  -0.178566  -0.281

Forces on the atoms, in the same order (eV/Å):
Be -0.6 -2.5 -0.1
C -8.8 -3.9 9.3
C 2.9 -2.3 0.1
C 0.2 -1.7 -3.8
O 7.9 -0.5 -1.3
H -1.3 -11.1 11.0
H -0.1 0.2 0.7
H -0.3 2.8 0.4
H 1.4 1.4 1.5
H 0.3 -0.1 0.2
H 0.8 1.3 -3.0
H -1.5 -2.9 -1.0
C 1.6 -0.8 -0.4
O -4.1 1.7 2.3
C -0.9 0.5 -1.8
C 1.4 1.1 0.1
N 4.7 16.2 -4.2
C 0.6 -0.1 -0.4
C 2.8 3.6 1.2
O -1.9 0.5 -1.4
C -5.0 2.4 3.2
H -0.8 0.5 0.1
H -0.1 0.0 -0.1
H 0.2 0.8 0.2
H 0.0 0.1 0.1
H 0.4 1.4 0.8
H -0.2 0.4 -0.8
H -0.4 0.0 0.1
H -1.9 -0.8 2.4
H 0.2 0.4 0.3
H 1.5 3.3 -2.3
H 0.5 0.9 -0.6
H 3.2 2.3 -0.2
H -4.2 -1.2 0.7
H -0.8 0.5 -0.3
H -5.9 1.4 4.0
C -0.6 0.4 -0.5
O 0.5 1.3 -1.4
C 0.3 -1.1 0.6
C -0.7 0.1 0.5
N 0.0 -0.3 0.5
C -1.3 -2.9 -1.4
C -5.0 -1.7 -0.9
O -3.6 -13.9 -13.4
C -3.1 2.7 0.6
H -0.4 -0.3 -0.1
H 0.2 0.1 -0.2
H -0.2 -0.1 0.0
H -0.1 0.2 -0.1
H -0.2 -0.2 0.0
H 0.1 0.1 0.6
H -0.5 -0.2 -0.2
H -0.7 -0.5 -1.0
H -2.1 -2.7 1.3
H 0.4 0.4 -0.3
H -2.0 -2.7 0.4
H -0.8 -0.4 0.6
H -1.3 0.8 -0.6
H -1.1 1.8 1.4
H -1.3 0.6 0.1
C 0.4 0.7 0.1
O -0.4 0.4 1.0
C -2.2 -1.4 -2.3
C 0.2 1.1 1.3
N 1.1 -1.4 -1.9
C -0.9 0.7 0.3
C -1.7 2.9 -3.7
O -1.4 0.4 0.3
C -5.7 6.0 -3.7
H 0.3 -0.6 -0.3
H 0.3 0.2 0.3
H 0.2 -0.5 0.2
H -0.7 -0.6 -0.1
H 0.9 0.2 -0.3
H 0.5 -0.1 0.5
H -0.7 0.3 -0.1
H -0.4 -0.1 -1.2
H 0.2 0.2 -0.3
H 0.0 -0.6 -0.1
H 0.0 -0.6 0.1
H -4.2 4.5 -3.6
H -3.4 4.2 -1.5
H -5.2 1.4 -2.4
H 2.2 -1.6 -4.3
C 0.1 0.4 -0.7
O 0.2 0.0 0.1
C 0.6 -0.3 0.5
C 1.0 3.4 -1.9
N 7.6 -5.9 -11.9
C 8.5 -2.3 -0.6
C 7.6 4.6 -10.6
O 1.9 0.6 0.5
C -0.5 -0.6 -0.7
H -0.4 0.3 0.1
H 0.1 -0.6 0.4
H -0.2 -0.2 0.3
H 0.2 -0.2 -0.1
H 0.3 0.5 0.0
H 0.7 0.2 -0.2
H 0.1 0.5 -0.3
H 0.4 -0.2 -0.2
H 0.6 0.7 0.0
H 5.8 -2.2 -2.7
H 1.0 0.3 0.5
H 1.3 12.5 -8.4
H 0.1 0.0 -1.0
H 0.1 -0.2 0.6
H -0.6 0.2 -0.3
C 0.3 -0.7 0.2
O 0.2 -0.3 0.6
C -0.6 -0.9 0.2
C 0.6 -0.9 -0.4
N 0.9 1.8 0.7
C -1.3 0.8 -1.4
C 1.6 6.5 -1.2
O 3.1 -0.6 2.2
C 1.9 0.7 0.8
H 1.4 1.8 2.1
H 0.2 0.3 0.0
H 0.0 0.2 -0.1
H -0.2 0.0 0.3
H 0.2 0.1 -0.2
H 0.0 0.4 0.4
H -0.1 0.3 0.2
H -0.5 -1.0 -0.3
H 0.2 -0.1 0.0
H 0.2 -0.2 0.1
H 0.1 0.6 -0.1
H 1.4 7.7 1.6
H 1.0 -0.1 0.7
H 2.1 4.8 -0.4
H 1.8 -0.8 4.2
C 0.5 0.4 0.2
C -0.8 -0.3 0.0
C -0.2 0.5 -1.5
O 4.0 -0.3 -0.9
C 0.7 3.0 1.0
N -4.8 4.2 13.9
H 0.5 0.4 0.3
H 0.2 0.4 -0.3
H 0.3 0.4 0.2
H -0.1 -0.1 0.6
H -0.1 0.5 -0.1
H -1.0 -1.4 -2.0
H -0.8 -0.5 0.0
H 1.2 1.8 0.1
H -0.1 0.1 0.0
H -2.5 0.1 1.4
H 0.3 0.6 -0.6
C 4.5 -1.9 -6.5
C 0.7 -0.9 -0.4
C 1.7 -3.3 2.5
O 13.6 -10.6 1.2
C 4.4 -4.5 3.4
N 0.3 -0.4 -0.4
H 0.5 0.0 -0.2
H 1.5 -1.1 -5.7
H 2.7 -1.3 -2.7
H 0.6 -3.2 0.9
H 0.1 -0.3 0.2
H 0.3 -2.8 0.3
H 0.0 -0.4 0.7
H 0.1 0.1 0.0
H 3.9 -4.2 3.2
H -0.2 -0.9 0.2
H -0.3 -0.4 -0.5
C -4.5 1.3 8.0
C -0.3 0.0 -0.7
C -1.9 -2.0 -1.0
O 0.4 -3.4 2.5
C -2.6 -8.0 0.5
N 2.8 -1.7 4.4
H -0.8 0.0 3.8
H -3.6 1.0 4.9
H -0.2 0.5 0.1
H 0.0 -0.7 0.3
H 0.1 -0.7 0.2
H 0.3 -0.3 0.5
H -0.8 0.2 0.2
H -0.7 -6.4 -2.6
H -0.4 -0.7 -0.1
H 2.6 0.1 2.1
H -0.5 0.2 0.1
C -2.1 0.6 -0.5
C -0.7 0.3 0.6
C 1.0 0.2 0.0
O -10.6 -1.5 -3.7
C -1.4 1.9 0.0
N -6.2 -6.2 10.6
H 0.3 1.3 -0.3
H 0.2 -2.0 0.1
H -0.8 -0.1 -0.1
H -0.3 0.4 -0.5
H 0.5 -0.1 1.3
H -0.2 0.1 -0.1
H 0.1 0.2 0.3
H 1.3 -0.5 -0.4
H 0.6 -0.1 0.3
H -2.6 1.4 0.3
H 0.6 5.5 5.3